Record 1
This record from the OMol25 dataset describes C30H42HgN10O3PS4 as an isolated structure. The level of theory is ωB97M-V/def2-TZVPD.

Highest occupied orbital energy (spin up / spin down)   -12.640 / -12.640 eV
E_LUMO (spin up / spin down)   -4.70 / -4.97 eV
ΔE to the lowest compared entry with this formula, charge and spin   0.0000 eV
Charge   +2
2S+1   2

Geometry (Å):
Hg (1.094, 0.854, 0.808)
C (4.790, 0.514, 1.179)
C (4.927, 1.978, 0.773)
S (3.368, 2.901, 0.887)
C (3.529, 3.681, 2.599)
C (3.501, 2.683, 3.660)
S (0.504, 0.203, 2.990)
C (1.310, -1.424, 3.084)
C (0.764, -2.496, 2.146)
S (0.917, -2.173, 0.368)
C (2.566, -2.808, -0.029)
C (3.776, -2.045, 0.505)
S (3.797, -0.329, -0.082)
H (4.290, 0.427, 2.146)
H (5.777, 0.056, 1.240)
H (5.268, 2.052, -0.260)
H (5.668, 2.482, 1.394)
H (2.682, 4.366, 2.609)
H (4.464, 4.236, 2.540)
H (2.564, 2.307, 4.041)
H (4.418, 2.247, 4.029)
H (1.140, -1.747, 4.113)
H (2.385, -1.303, 2.967)
H (-0.302, -2.646, 2.329)
H (1.257, -3.451, 2.343)
H (2.591, -2.837, -1.121)
H (2.614, -3.842, 0.315)
H (4.677, -2.543, 0.145)
H (3.805, -2.049, 1.593)
C (-5.181, -0.801, 1.682)
N (-4.537, 0.132, 0.763)
C (-3.316, 0.672, 0.828)
N (-3.080, 1.405, -0.251)
C (-4.230, 1.246, -0.967)
N (-5.133, 0.487, -0.392)
C (-4.435, -2.106, 1.856)
C (-4.623, -2.837, 3.024)
C (-4.001, -4.066, 3.194)
C (-3.168, -4.571, 2.210)
C (-2.966, -3.836, 1.046)
C (-3.603, -2.610, 0.867)
C (-2.060, -4.345, 0.020)
N (-1.414, -5.458, -0.016)
N (-0.650, -5.432, -1.177)
C (-0.892, -4.301, -1.739)
O (-1.789, -3.559, -1.048)
C (-0.297, -3.711, -2.933)
C (0.589, -4.429, -3.734)
C (1.173, -3.808, -4.827)
C (0.907, -2.470, -5.106)
C (0.034, -1.757, -4.298)
C (-0.228, -0.285, -4.492)
N (0.403, 0.455, -3.386)
C (0.033, 0.515, -2.112)
N (0.980, 1.132, -1.412)
C (1.919, 1.444, -2.344)
N (1.601, 1.054, -3.551)
C (-0.586, -2.392, -3.234)
H (-6.171, -0.978, 1.265)
H (-5.307, -0.307, 2.645)
H (-2.643, 0.532, 1.661)
H (-4.404, 1.692, -1.934)
H (-5.268, -2.450, 3.804)
H (-4.166, -4.630, 4.102)
H (-2.672, -5.524, 2.331)
H (-3.458, -2.069, -0.060)
H (0.802, -5.463, -3.497)
H (1.855, -4.362, -5.458)
H (1.396, -1.983, -5.941)
H (-1.294, -0.063, -4.492)
H (0.218, 0.101, -5.405)
H (-0.872, 0.096, -1.703)
H (2.857, 1.924, -2.118)
H (-1.284, -1.856, -2.603)
N (-2.594, 4.116, 1.474)
C (-2.177, 4.447, 0.067)
P (-0.351, 4.594, 0.255)
O (-0.079, 5.813, 1.067)
O (0.080, 3.240, 0.706)
C (0.437, 4.972, -1.371)
N (1.804, 5.431, -0.931)
H (-3.602, 3.991, 1.570)
H (-2.285, 4.864, 2.105)
H (-2.113, 3.252, 1.760)
H (-2.659, 5.376, -0.227)
H (-2.484, 3.618, -0.566)
H (-0.031, 5.815, -1.874)
H (0.531, 4.119, -2.039)
H (1.654, 6.086, -0.145)
H (2.328, 5.891, -1.675)
H (2.369, 4.649, -0.559)

***

Record 2
This record from the OMol25 dataset describes an isolated molecule of C24H28ClIN2O2. The level of theory is ωB97M-V/def2-TZVPD.

Highest occupied orbital energy   -7.985 eV
E_LUMO   -0.80 eV
Charge   0
2S+1   1

Geometry (Å):
C (6.188, -0.712, 2.654)
C (5.156, -0.450, 1.569)
Cl (6.044, -0.059, 0.061)
C (4.256, -1.666, 1.406)
C (3.095, -1.456, 0.476)
C (3.219, -1.508, -0.847)
C (2.039, -1.286, -1.703)
O (1.912, -1.848, -2.760)
C (1.034, -0.339, -1.157)
C (0.260, 0.481, -1.992)
N (0.378, 0.375, -3.397)
C (-0.668, 1.376, -1.426)
C (-1.526, 2.288, -2.260)
C (-2.913, 1.719, -2.601)
C (-2.990, 0.225, -2.993)
C (-3.947, -0.558, -2.082)
N (-3.286, -1.241, -0.977)
C (-3.950, -1.525, 0.184)
C (-3.088, -2.164, 1.046)
C (-1.858, -2.277, 0.367)
C (-2.001, -1.701, -0.872)
C (-0.796, 1.397, -0.040)
C (-0.069, 0.566, 0.812)
C (-0.278, 0.627, 2.313)
C (-1.596, 1.283, 2.743)
C (-1.481, 2.795, 2.882)
I (-3.361, 3.751, 2.451)
C (0.875, -0.294, 0.243)
C (1.752, -1.189, 1.047)
O (1.444, -1.698, 2.094)
H (5.707, -0.923, 3.603)
H (6.835, -1.532, 2.356)
H (6.831, 0.155, 2.771)
H (4.597, 0.441, 1.835)
H (3.905, -1.956, 2.392)
H (4.865, -2.473, 1.006)
H (4.147, -1.731, -1.345)
H (1.322, 0.160, -3.686)
H (0.083, 1.228, -3.850)
H (-0.986, 2.627, -3.139)
H (-1.696, 3.186, -1.669)
H (-3.294, 2.301, -3.438)
H (-3.601, 1.913, -1.785)
H (-3.403, 0.149, -3.995)
H (-2.020, -0.249, -3.037)
H (-4.465, -1.301, -2.687)
H (-4.691, 0.124, -1.688)
H (-4.981, -1.250, 0.295)
H (-3.333, -2.511, 2.030)
H (-0.963, -2.725, 0.760)
H (-1.287, -1.615, -1.665)
H (-1.517, 2.071, 0.398)
H (0.557, 1.196, 2.733)
H (-0.223, -0.356, 2.754)
H (-2.365, 1.008, 2.028)
H (-1.900, 0.853, 3.693)
H (-0.747, 3.204, 2.201)
H (-1.225, 3.093, 3.889)

***

Record 3
This record from the OMol25 dataset describes C6H13N3OS as an isolated structure. The level of theory is ωB97M-V/def2-TZVPD.

Highest occupied orbital energy   -6.962 eV
E_LUMO   0.06 eV
ΔE to the lowest compared entry with this formula, charge and spin   0.0000 eV
Charge   0
2S+1   1

Geometry (Å):
C (2.291, 0.008, -0.444)
C (-0.335, -1.689, 0.324)
C (-1.720, 1.402, -0.850)
C (0.729, 1.733, 1.171)
C (-0.240, 1.104, -1.099)
C (0.494, 0.650, 0.148)
N (-1.053, -2.569, 1.078)
N (0.020, -2.037, -0.913)
N (-0.117, -0.482, 0.804)
O (2.171, -0.587, -1.496)
S (3.447, 0.340, 0.625)
H (-2.232, 0.517, -0.473)
H (-1.838, 2.204, -0.127)
H (-2.203, 1.706, -1.777)
H (-0.199, 2.074, 1.630)
H (1.399, 1.371, 1.952)
H (1.215, 2.582, 0.700)
H (0.258, 2.005, -1.459)
H (-0.158, 0.356, -1.889)
H (-0.997, -3.548, 0.860)
H (-1.228, -2.354, 2.045)
H (-0.145, -2.975, -1.228)
H (0.771, -1.484, -1.364)
H (-0.330, -0.328, 1.780)

***

Record 4
This record from the OMol25 dataset describes a 2-piece molecular cluster, C2H6O3 overall. The level of theory is ωB97M-V/def2-TZVPD.

Highest occupied orbital energy   -10.420 eV
E_LUMO   0.87 eV
ΔE to the lowest compared entry with this formula, charge and spin   1.4238 eV
Charge   0
2S+1   1

Geometry (Å):
O (-1.254, -0.534, -0.750)
C (-2.149, 0.218, -0.486)
O (-2.512, 1.240, -1.253)
H (-2.721, 0.147, 0.408)
H (-1.798, 1.400, -1.889)
C (3.085, -0.686, 0.750)
O (2.082, -0.131, 1.565)
H (2.988, -0.195, -0.212)
H (4.085, -0.359, 1.058)
H (3.066, -1.749, 0.501)
H (2.107, -0.513, 2.426)